# 1
The following is a DFT calculation (ωB97M-V with the def2-TZVPD basis set) of a molecular structure, C49H49As2BIrN10O9S2 at a distorted geometry.

Element x y z (Å)
C 4.0542 0.7839 -2.0991
C 0.7591 0.2171 -4.0167
H 0.6028 -1.9626 2.9909
C -0.4446 -2.6632 0.0781
H 3.4273 -2.1571 -4.7530
H -2.7752 2.4172 5.8687
C -2.4401 -2.8700 -3.2422
H 2.9352 1.5132 -5.5380
N 4.0878 3.3910 -0.4736
H -2.7295 -2.6229 -6.3053
C -1.4772 2.4175 4.1048
H -6.7470 -5.1218 1.2707
As -0.7356 -0.4315 -1.8073
C 2.2832 0.6217 2.7386
H 4.8311 1.4637 -2.4102
C -1.8189 0.5509 2.4961
H -0.7571 -5.8936 0.4511
S -5.3930 -3.4728 2.3771
H 2.0401 5.6673 2.0370
H -4.0405 0.4287 5.2109
C -4.3648 -3.1434 0.0144
H -3.5393 -4.1253 -5.7955
C 5.4209 3.1086 -0.3329
H -1.0509 -5.8060 -3.9065
H -3.8031 -2.7553 -0.8284
H -2.5105 -1.1435 -0.0145
H 5.2237 6.3382 -0.6272
C 3.6783 2.2035 2.1412
H 3.7956 1.3710 4.1832
H -5.6167 -4.5856 -1.0445
H -0.2718 -4.8709 -5.1994
H 5.7783 2.0988 -0.1988
B 2.9512 2.4269 -0.3748
C 2.6725 -0.8955 -1.7608
C 3.0144 -3.1404 -4.9628
H -4.5321 -1.2560 3.6424
H 3.1395 -3.1366 -0.3005
C -0.1352 -5.3014 -4.2104
C -2.2045 -1.2674 1.0258
C 0.3819 3.3813 2.3831
H 1.2527 2.1059 -5.5487
N -1.4713 -0.0771 1.4189
H 2.7785 -3.6584 -4.0322
O -2.2065 -3.3099 -4.4523
H 1.8364 1.0338 -6.8572
C 2.6898 -3.4474 0.6414
C -3.6886 -0.9788 3.0212
C -1.2240 -4.9135 0.4472
C 3.8111 -0.5250 -2.4688
C -1.1534 1.7786 2.9037
C -5.9659 -4.3933 1.0974
H -0.9775 4.0338 5.4076
H 4.4492 2.9524 2.0593
N 0.4825 2.2572 -0.5980
H -2.2173 0.2000 -3.7274
C 1.8734 5.9151 3.0784
H -1.6669 -4.7142 1.4205
C -3.2154 -3.1370 -5.4821
C -0.7656 3.5519 4.4597
C 1.0070 5.2368 3.9072
H -0.7643 4.9398 -1.9661
H 2.3900 -1.4596 1.3385
N 2.2527 0.1276 -1.0141
C 1.9073 1.2790 -5.8033
C 2.5128 6.9959 3.7184
C -4.2495 -2.6608 1.3339
C 5.1058 5.2693 -0.5423
H -3.1905 -0.1714 -2.2880
C 2.1386 7.1126 5.0258
C -5.3445 -4.1083 -0.1145
N 2.8605 1.9224 1.1084
N -0.2516 2.2703 2.0789
O 1.5065 0.0820 -5.0840
C -3.4359 -1.6486 1.8179
C -1.1002 -2.2680 -1.2580
C -2.3001 0.3308 -2.6510
N 1.5840 3.0075 -0.7935
C -0.5761 2.9459 -1.0176
H -1.9939 -4.8750 -0.3239
C -0.1577 4.1591 -1.5413
N 3.9011 4.7358 -0.5781
C 1.8045 -2.3686 1.2270
N 3.1248 1.1526 -1.2164
S 1.0005 5.9409 5.4799
C 0.2051 4.0740 3.5967
H 3.2168 7.6620 3.2428
H 1.0838 3.7606 1.6493
C 1.2210 -2.7584 2.5713
H 7.1678 4.4369 -0.2812
N 2.0208 0.9445 1.4716
As 0.3426 -3.9940 -2.8482
C 1.2155 4.1527 -1.4012
C 0.2877 -1.0551 -3.3902
H 3.4994 -3.6371 1.3480
O -3.4721 -2.3627 -2.8513
H 1.7248 -0.1503 3.2440
O -1.3289 -2.3559 1.1400
O 0.7594 -1.9123 0.2521
C 0.4963 -2.2765 -3.8862
H 2.4976 7.8318 5.7460
H -2.3491 1.3925 -2.4327
H -4.0546 -2.5647 -5.1014
O -0.1580 -2.2085 -6.1189
C -3.2317 0.7980 4.5939
H 1.9534 4.8908 -1.6598
O 1.8722 -3.0093 -5.8156
H 2.0436 -2.9660 3.2562
C -2.5384 1.8916 4.9509
C 6.1068 4.2836 -0.3800
C -2.9343 0.0899 3.3844
H -1.5699 2.5537 -0.8906
Ir 0.4968 0.4095 0.1525
C 0.7471 -2.4591 -5.3794
O 0.4657 1.2655 -3.4718
H 0.6631 -6.0408 -4.2366
C -1.3155 -3.1310 -2.2761
C 3.3373 1.3964 3.2095
H 2.1474 -4.3744 0.4802
H 0.6125 -3.6567 2.4937
O -0.1586 -3.9925 0.1630
H 4.3981 -1.1292 -3.1363
H 3.7330 -3.7281 -5.5227
H 2.1578 -1.8375 -1.7271

Output
molecular weight = 1339.0 g/mol
E_LUMO = -10.1 eV
frontier orbital gap = 0.1597 Eh
F_max = 4.6 eV/Å
ΔE to the lowest compared entry with this formula, charge and spin = 0.0000 eV
total charge = +3
HOMO level = -14.43 eV

# 2
The following is a DFT calculation (ωB97M-V with the def2-TZVPD basis set) of a molecular structure, C49H49B3N5O27Y at a distorted geometry.

Element x y z (Å)
C -2.3559 1.9054 -5.7412
C 0.5882 -2.3032 -4.8743
O -4.2424 -1.8255 -3.8642
H 4.1599 -5.7910 -1.9238
C 7.4102 -1.4634 -6.3489
O 4.5226 -0.9207 -1.6088
H 3.7528 -2.2991 1.4304
O -3.6438 2.4697 -2.2272
O -5.4937 0.9848 -0.2918
C 3.9185 -3.1243 0.7535
H -1.3310 1.5926 -3.8610
C 6.4883 -0.3067 -6.8141
N -3.6317 3.1007 5.4237
C -2.4700 4.1162 -5.3092
O 0.3544 1.2012 -1.3611
H -0.4225 -1.4207 3.3153
C -0.9536 -3.6843 0.3278
O -1.4774 0.8348 0.2333
N -0.1754 -4.6422 -0.3374
C 4.6710 -1.1124 -2.8414
H 0.4568 -6.6122 0.1314
C 0.6902 -3.3475 5.6678
H 0.9633 -2.6912 6.4942
H 0.4045 -4.2927 6.1294
C 0.0891 -1.4370 -5.8494
H -3.0199 4.8512 0.9917
C 0.3048 -1.6855 4.0828
C -4.7844 0.5101 -1.2426
O -2.5166 -1.7578 -2.2251
O 1.1035 0.2471 -3.3109
O 0.6649 1.2725 1.1049
N -6.0128 3.3939 1.8295
O 2.3151 3.1783 6.7632
H 1.6844 5.0782 6.8958
C -4.7364 3.6506 1.2561
C 3.2097 2.6257 5.8570
C -5.5813 5.4156 3.1086
C 5.1893 -3.6219 0.4769
H 2.1857 5.2903 4.3900
H -3.8108 6.4214 2.8969
C 3.9898 -2.1562 -3.7123
B 5.6639 -1.2271 -4.9541
H -0.7630 -1.1759 -7.7696
H 1.0503 -1.9600 -3.9605
O -3.3881 0.3281 -3.1264
H -3.8603 5.4723 7.9494
C -6.4246 4.3337 2.8005
O 5.5380 -0.1835 -5.9995
C -4.4015 5.6302 2.4593
H 1.7813 -4.3864 4.1110
O 8.3654 -1.8049 -7.0885
H 1.5549 -2.6417 2.6157
O -4.7414 -0.7723 -1.6370
O 6.7287 0.3991 -7.7451
N 2.8835 -4.4219 -1.0988
H 3.0542 1.5491 5.7883
O 0.8090 -2.3076 -1.8181
H -0.1207 -6.6735 2.4791
C -3.5263 -3.0181 -3.9622
C 1.6298 -2.2844 3.6427
H -2.8834 0.9739 -5.5360
C -4.1364 3.7172 6.5181
H 2.3934 2.8954 4.0231
H -1.0808 -4.6051 3.5302
C -3.9904 4.7668 1.4581
C -0.5888 -1.8726 -6.9630
H -1.1826 -2.9212 -0.4013
C 2.8538 -3.5678 -0.0432
H 2.3899 -1.5216 3.8111
H -0.9576 5.0715 4.9519
H -0.2168 1.9940 -5.1932
H 4.0573 3.2094 4.0031
B -3.7232 -1.0375 -2.7226
O 3.0310 -2.8089 -3.3305
C -0.8547 -3.2875 -7.0078
H -2.0620 4.3896 -6.2823
H -2.2905 2.9483 4.0175
O -2.6446 1.6545 2.0873
C -3.5516 4.9034 7.0849
C -1.3927 -3.7753 1.6248
C -2.4438 5.4549 6.4281
C -0.9327 -4.7353 2.4683
H 4.1066 2.7724 6.4589
H -0.4873 -5.1420 -6.0839
C -0.3413 -4.0732 -6.0321
O 6.8947 -1.9429 -5.2526
H 0.9087 4.1081 5.7414
C -3.8011 1.2407 -2.1857
C 0.6606 0.1615 -2.1780
C -0.2395 -5.7685 1.9018
C 4.1373 -4.9489 -1.2480
Y 1.0345 -4.5950 -2.6422
O -3.2958 3.0579 -5.6527
O -3.7253 -3.8936 -4.8015
H -3.0369 4.9787 -4.9587
C -1.8883 4.7285 5.3792
H -0.5033 4.2727 -4.4115
C -0.1670 1.5195 2.0555
C -0.0233 -5.7255 0.5180
C 0.5918 -1.1066 -1.3543
O -1.3618 -3.6099 -2.8170
O 4.5003 -2.1048 -4.9267
O -0.2606 -2.7326 4.8643
H 0.4431 -0.7637 4.6478
H 0.2117 -0.3866 -5.6306
H -4.4201 2.8371 0.6201
H 6.0841 -3.4389 1.0533
C 5.2658 -4.5726 -0.5291
B -0.0572 0.6777 -0.0332
C 3.1769 3.3485 4.6305
H 1.8910 -3.1468 0.2061
H -1.3348 -3.7385 -7.8637
C -1.1912 2.2043 -4.7523
C 1.8772 -3.4259 4.6172
O 5.6780 -0.6623 -3.5958
H -1.7582 3.9604 -3.3490
H -7.3091 4.2292 3.4114
H 6.1863 -5.1084 -0.7080
H -1.8273 6.2125 6.8889
H -1.9865 -2.9732 2.0375
C -1.4064 3.6667 -4.3380
H 3.6595 5.3061 5.3210
H 2.8313 -3.4632 5.1429
H -1.9546 1.7613 -6.7443
C 1.9028 4.3412 6.1229
C -2.5292 3.6247 4.8249
H -5.1069 3.3771 6.8480
C -2.3284 -2.8432 -2.9674
C 2.7972 4.6907 5.0642
O 0.3121 -0.7749 -0.1114
N 0.3860 -3.6700 -4.8750
O 0.1162 1.7279 3.2578
C -1.6017 1.3437 1.4987
H -5.7937 6.1167 3.9021

Output
molecular weight = 1261.3 g/mol
E_LUMO = -4.1 eV
frontier orbital gap = 0.1601 Eh
F_max = 6.3 eV/Å
HOMO level = -8.41 eV

# 3
The following is a DFT calculation (ωB97M-V with the def2-TZVPD basis set) of a molecular structure, C49H50IMoN8O2P.

Element x y z (Å)
C -0.2577 1.7968 -2.3808
H 3.3313 -1.3655 1.9942
C -0.6786 2.3386 -1.0549
C 0.8194 -0.5980 4.7515
C -1.4598 -1.3634 5.0213
H -1.3113 -5.1184 1.4943
H 1.9279 -0.4358 -3.3061
C 1.1457 0.3023 -3.4090
H -1.7011 2.8336 -3.5411
H -6.3427 -0.5859 -4.2495
Mo 1.6836 0.7475 -0.3113
H 4.6010 3.7230 -0.0587
H -2.9504 0.7482 0.6967
C 1.1139 -1.1956 6.0191
C -4.6207 0.6748 -4.3480
C 4.1862 1.1858 -3.5422
C -1.8758 -4.1978 1.5705
H -4.6041 2.5494 0.8851
H -5.0272 -3.0040 1.2569
C 3.2952 2.6787 -1.8904
C 1.9298 0.0822 4.1534
H -5.2387 0.4448 -1.5905
H -0.1776 -3.0437 2.1691
C 3.4496 3.7550 -2.7414
C -5.4939 -0.3327 -3.6071
C 1.9270 3.9677 -0.3203
H -3.3662 3.2886 4.9145
O -1.5627 3.1198 -0.8915
H 2.3739 -2.8285 1.6492
N 3.3117 0.3871 -1.3273
H 6.5760 -2.7435 -2.4021
C -2.2225 -1.5385 -3.4027
C -3.3235 -1.8386 1.8204
C -1.2419 -3.0246 1.9411
H 3.1595 4.7517 -2.4401
C -3.2811 2.7289 3.9921
C -1.1850 -1.8753 6.2988
H 4.4170 0.1929 -3.8968
H 4.5471 1.9946 0.3694
H 3.2238 -3.9080 -0.0197
I 1.8774 1.4629 2.5412
N -3.4288 -1.4943 -2.8227
C 2.3876 -1.7398 1.6055
H -0.9051 1.7339 -5.6775
C -0.4500 1.5014 -4.7237
C 4.9203 -3.4811 -1.2630
C -0.5072 -0.7597 4.2349
C 3.6741 1.3942 -2.2664
N -1.9998 -1.0403 -1.3497
C 0.5653 0.5647 -4.6385
H 2.5785 -1.6680 7.5162
H 0.9167 0.0323 -5.5113
C 3.9796 3.5407 -4.0089
H 4.1020 4.3753 -4.6855
C -2.3632 1.6906 3.9022
N -3.2609 -1.1790 -1.5368
C -6.0386 0.2467 -2.3057
C -1.9586 -1.8315 2.0704
H -2.0560 -1.7635 -4.4426
C -3.9794 2.3098 1.7359
H -4.6044 -2.1623 -4.3604
C 3.3226 -1.8417 -0.6151
H 5.7809 -0.4325 -2.4634
C -3.9607 -3.0146 1.4413
C 2.4213 -1.1845 6.5602
C 3.4522 -0.5877 5.9069
C 3.7573 -3.1534 -0.5820
C 5.1827 -1.1856 -1.9751
H 0.2245 -0.7007 -0.2195
C 3.9812 2.9228 0.3470
C 3.9785 -0.8681 -1.3509
H -3.8087 1.0316 -3.7059
C -0.8877 2.1214 -3.5609
N -1.3214 -1.2375 -2.4993
H -5.2083 1.5435 -4.6423
H 0.8659 -1.9607 -1.3209
H 4.4532 -0.5833 6.3154
H 1.4203 3.8819 0.6375
C -2.2407 0.9550 2.7226
H -4.8299 3.8266 2.9936
C -4.1002 3.0316 2.9151
C 0.8782 -1.6217 -0.2896
O 0.0963 1.8322 -0.0837
C 4.3430 2.2646 -4.4025
H -3.7449 -5.1078 1.0279
H 2.5455 4.8655 -0.3198
H -3.9037 -0.9302 1.9288
H -1.9738 -2.3355 6.8783
H -2.4641 -1.4714 4.6318
P -0.9870 -0.3472 2.5059
N 0.7667 0.9435 -2.3026
H 1.1848 4.0535 -1.1095
H -4.1822 0.2495 -5.2548
H 5.2840 -4.4992 -1.2498
C 0.0893 -1.8216 6.7684
C 5.6386 -2.4943 -1.9234
H -6.5549 1.1868 -2.5013
H 0.3494 -2.2512 7.7277
C -4.7625 -1.6631 -3.4045
H 4.7386 2.0963 -5.3951
H 1.5479 -1.3559 2.1735
H -5.3119 -2.3405 -2.7533
H 3.6725 3.1934 1.3507
H 3.9966 0.6089 4.2139
H -1.7585 1.4501 4.7648
H -6.7494 -0.4327 -1.8336
H 0.3253 -2.2870 0.3731
C -3.2428 -4.1927 1.3128
C 3.1892 0.0753 4.6967
C -3.0465 1.2917 1.6350
N 2.7744 2.7666 -0.5353
N 2.2324 -1.3173 0.1852

Output
molecular weight = 1036.8 g/mol
E_LUMO (spin up / spin down) = -6.4 / -6.4 eV
frontier orbital gap (spin up / spin down) = 0.2070 / 0.2070 Eh
F_max = 1.0 eV/Å
ΔE to the lowest compared entry with this formula, charge and spin = 0.2816 eV
total charge = +2
HOMO level (spin up / spin down) = -12.01 / -12.01 eV

# 4
The following is a DFT calculation (ωB97M-V with the def2-TZVPD basis set) of a molecular structure, C49H51BN13PSY.

Element x y z (Å)
C 0.2650 6.3696 1.5756
H -4.0561 0.3029 0.0221
C 3.3480 -1.6437 -2.6352
H -2.6826 -2.1592 -3.9334
H 0.5938 5.9058 -1.7467
H 3.9306 -0.7046 -4.4762
C 3.6028 -2.5520 0.8821
H -1.7946 4.1542 1.3903
C 3.0983 -2.0436 2.0708
N -0.8089 -0.6848 -1.6848
N -3.8581 3.9463 1.5531
H 4.4358 -4.2230 4.2902
C -5.0054 3.3993 0.8424
C -1.9248 -1.6434 -3.3713
H 1.6602 4.6354 -2.9797
H 0.3095 4.8006 3.0400
C -1.9483 -1.3035 -2.0188
H -0.5155 -3.7116 7.8890
N -3.8935 1.9852 3.0177
H 4.7643 -3.0422 -1.7367
H -3.9702 1.7713 -0.9408
H 0.0363 -0.3196 -5.6599
C -3.8474 -2.0391 1.1688
H -5.9135 3.7625 1.3281
C -3.8735 3.4447 2.9251
N 2.3916 -0.8727 -2.0827
H 1.2546 -3.9243 4.0036
P -2.2441 1.8083 0.7812
H -3.6502 -2.1066 2.2322
H -0.4146 -5.2552 -1.1972
C 4.4069 -3.6933 0.9455
H 1.7174 -0.0529 -4.0100
H -2.6365 4.0331 -0.1436
H -1.3416 -5.9648 1.0154
N 1.3708 1.4636 -2.4464
H -5.9297 -2.5318 1.3470
H 1.0520 1.8406 5.2415
H -1.6803 -0.9245 4.8594
H 2.5126 -1.1420 2.0564
C -1.0921 -1.7761 5.1744
C 0.4576 -3.9325 5.9925
C 1.7008 2.4770 -3.2676
H -1.9072 -1.8057 7.1504
C 0.3728 5.0536 1.9888
H 1.5078 1.8510 -5.3154
N 0.2146 -2.4786 0.5655
C 3.3160 -1.9563 -0.4404
N 0.3999 0.2014 3.6069
S 2.2502 1.3810 1.9241
C 4.1971 -3.7618 3.3409
H -2.6587 0.3265 2.6876
N 0.9372 1.9479 -1.2342
C 3.6744 -1.6902 -4.0903
H -1.8135 1.7814 3.1905
C 3.9581 -2.3416 -1.6197
C -3.9318 1.3805 0.0803
C -0.2240 -2.8718 1.7719
C 0.5520 4.0385 1.0583
H 3.1377 1.7029 -4.6621
C 0.9934 3.2946 -1.3316
C -4.3214 -1.8478 -1.5556
H 0.2314 7.6761 -0.1288
C -2.6047 3.6465 0.8789
C -0.0921 -1.8885 2.8836
H 0.5387 -2.9683 -1.4000
H 0.6252 3.0249 1.4123
N 0.1757 -0.6701 2.5604
H -2.9984 3.8243 3.4564
H 3.0027 -2.1966 4.2014
H 0.1211 7.1628 2.2968
N 1.4389 2.0604 4.3377
Y 0.4734 0.1011 0.2507
H 2.8475 -2.0758 -4.6843
C -5.1220 -2.2746 0.6752
C -2.6305 1.4139 2.5631
H -4.9957 3.7564 -0.1891
C 1.4696 3.6511 -2.5952
C 1.2700 1.1466 3.3471
H -1.8449 -1.4874 0.7033
N -5.0349 1.9423 0.8480
B 1.3819 -0.0148 -2.8756
C -3.0331 -1.6177 -1.0718
H 2.4851 3.2955 -5.0490
C -0.7081 -1.1963 -3.8469
C -0.3851 -4.6010 -0.3379
H -5.9423 1.8194 2.7108
H 4.5298 -2.3462 -4.2374
H -0.9305 -1.7816 -5.8646
C -0.1821 -1.3001 -5.2388
C 0.3337 6.6569 0.2180
C -0.2097 -2.3748 4.2787
H 5.3238 -5.1740 2.1817
C -2.8216 -1.7053 0.2989
H -6.3498 -2.3280 -1.0831
C -1.2111 -2.2671 6.4633
C -0.8001 -4.1192 1.9652
C 3.3958 -2.6322 3.2909
H 1.0692 -4.7659 6.3106
H 2.2481 2.6551 4.2963
C -0.8870 -4.9913 0.8902
C 0.5588 -3.4604 4.6926
H 0.7300 -1.8925 -5.2838
H -5.0028 0.3890 2.2460
C 0.1504 -3.3281 -0.4536
H -4.7710 3.8285 3.4136
C -0.4312 -3.3395 6.8769
C 2.2364 2.3142 -4.6506
C 0.6742 4.3090 -0.2969
N -0.0481 -0.6307 -2.8169
N 2.3791 -1.0285 -0.7214
H 4.8068 -4.1331 0.0428
C 0.5433 5.6441 -0.6999
C 4.6984 -4.2917 2.1594
H -1.1750 -4.3961 2.9386
H -4.5234 -1.7548 -2.6141
C -5.0206 1.4807 2.2341
C -5.3553 -2.1666 -0.6901

Output
molecular weight = 984.8 g/mol
E_LUMO = -3.0 eV
frontier orbital gap = 0.2650 Eh
F_max = 0.5 eV/Å
ΔE to the lowest compared entry with this formula, charge and spin = 0.4113 eV
total charge = +1
HOMO level = -10.25 eV